96
Properties=species:S:1:pos:R:3:nbo_charge:R:1 method="wB97M-V/def2-TZVPD" orbital_gap_ha=0.224 homo_ev=-5.9 fmax_ev_per_a=1.8 e_above_lowest_kcal_mol=0.00
Na -0.7889 -0.0641 -0.8068 0.879
C 1.2923 -0.6207 2.8136 -0.198
C 1.9304 0.7719 2.9908 -0.448
C 0.9859 1.9454 3.0300 0.235
C 1.1617 2.9489 3.9812 -0.261
C 0.3338 4.0557 3.9607 -0.165
C -0.6472 4.1325 2.9893 -0.277
C -0.7635 3.0796 2.0959 0.050
N 0.0222 2.0025 2.1129 -0.439
N 1.5215 -1.2044 1.4963 -0.415
C 2.9331 -1.3444 1.1833 -0.267
C 3.5140 -0.2559 0.2982 0.209
C 4.8992 -0.1486 0.1883 -0.269
C 5.4299 0.7793 -0.6893 -0.167
C 4.5615 1.5719 -1.4256 -0.273
C 3.1992 1.4051 -1.2318 0.059
N 2.6800 0.5168 -0.3855 -0.413
C 0.8229 -2.4700 1.3466 -0.248
C 0.8395 -2.9924 -0.0801 0.215
C 0.7492 -4.3603 -0.3267 -0.234
C 0.7826 -4.8081 -1.6378 -0.188
C 0.9019 -3.8804 -2.6611 -0.279
C 0.9778 -2.5380 -2.3217 0.058
N 0.9531 -2.1057 -1.0623 -0.451
H 0.2121 -0.5523 2.9604 0.207
H 1.6868 -1.2899 3.6013 0.156
H 2.6056 0.9553 2.1545 0.248
H 2.5320 0.7898 3.9009 0.205
H 1.9460 2.8599 4.7220 0.212
H 0.4556 4.8472 4.6898 0.214
H -1.3099 4.9844 2.9207 0.218
H -1.5186 3.0907 1.3214 0.209
H 3.0830 -2.2833 0.6427 0.221
H 3.5403 -1.4280 2.0984 0.185
H 5.5437 -0.7853 0.7829 0.209
H 6.5025 0.8811 -0.7979 0.212
H 4.9259 2.3047 -2.1325 0.218
H 2.4818 2.0062 -1.7797 0.213
H -0.2189 -2.3227 1.6440 0.231
H 1.2437 -3.2555 2.0024 0.161
H 0.6730 -5.0584 0.4983 0.206
H 0.7216 -5.8675 -1.8556 0.214
H 0.9389 -4.1861 -3.6980 0.221
H 1.0454 -1.7647 -3.0803 0.231
C -2.9824 0.0764 2.5281 -0.425
N -4.0441 0.6895 1.7246 -0.799
C -5.3758 0.4010 2.2463 -0.412
P -3.8255 0.6737 0.0921 2.501
O -2.4498 0.9768 -0.3155 -1.123
O -4.2984 -0.8030 -0.4282 -1.105
P -3.3069 -2.0725 -0.4620 2.517
O -1.9233 -1.8190 -0.0181 -1.144
N -3.4225 -2.5478 -2.0239 -0.815
C -2.6505 -3.7300 -2.3845 -0.413
C -4.4761 -2.2047 -2.9619 -0.395
N -4.0556 -3.1094 0.5951 -0.812
C -5.4150 -3.5254 0.2847 -0.412
C -3.2577 -4.1329 1.2582 -0.408
N -5.0144 1.6436 -0.5217 -0.809
C -4.5700 3.0461 -0.5906 -0.417
C -5.7358 1.2306 -1.7261 -0.407
H -3.0237 0.4902 3.5373 0.199
H -2.0086 0.3021 2.0992 0.252
H -3.1072 -1.0114 2.5868 0.184
H -5.4517 0.7979 3.2596 0.202
H -5.5660 -0.6789 2.2827 0.181
H -6.1313 0.8786 1.6272 0.224
H -1.8509 -3.8941 -1.6622 0.227
H -2.1853 -3.5765 -3.3598 0.215
H -3.2827 -4.6246 -2.4321 0.177
H -4.9590 -1.2791 -2.6706 0.219
H -5.2289 -2.9985 -3.0319 0.174
H -4.0338 -2.0547 -3.9484 0.214
H -5.9651 -2.7085 -0.1811 0.215
H -5.9319 -3.7969 1.2070 0.203
H -5.4373 -4.3921 -0.3873 0.182
H -2.2412 -3.7722 1.3952 0.233
H -3.2279 -5.0654 0.6818 0.178
H -3.6888 -4.3518 2.2376 0.196
H -4.2186 3.3700 0.3888 0.213
H -5.4262 3.6594 -0.8693 0.201
H -3.7665 3.1853 -1.3188 0.217
H -6.1669 0.2428 -1.5861 0.206
H -5.0984 1.2270 -2.6170 0.203
H -6.5522 1.9349 -1.8877 0.202
S -0.9615 0.5431 -3.5352 -0.540
C -0.4030 2.1028 -3.0195 0.078
C -0.3400 3.1869 -3.9284 -0.289
C 0.0980 4.4189 -3.5088 -0.180
C 0.4856 4.5927 -2.1781 -0.323
C 0.4038 3.4907 -1.3514 0.032
N -0.0229 2.2873 -1.7364 -0.534
H -0.6405 3.0136 -4.9525 0.219
H 0.1433 5.2478 -4.2063 0.204
H 0.8423 5.5430 -1.8047 0.206
H 0.7098 3.5644 -0.3106 0.185

=====

104
Properties=species:S:1:pos:R:3:mulliken_charge:R:1 method="wB97M-V/def2-TZVPD" orbital_gap_ha=0.373 homo_ev=-10.1 fmax_ev_per_a=6.9 e_above_lowest_kcal_mol=173.61
C -19.3063 10.3188 6.2963 -1.205
C -19.4798 9.4136 5.1658 0.658
C -19.8317 9.8773 3.7262 -0.296
O -18.9755 9.1878 2.8981 -0.257
C -18.1437 8.3882 3.5951 0.550
O -17.2726 7.7255 3.1529 -0.516
O -18.3027 8.6482 4.9256 -0.399
H -20.1319 10.2991 7.0077 0.311
H -19.2645 11.3025 5.8284 0.319
H -18.4776 9.9706 6.9128 0.317
H -20.3123 8.7734 5.4576 0.175
H -19.8422 10.9626 3.6262 0.286
H -20.8554 9.5709 3.5107 0.063
C -21.6561 8.7838 -3.3051 -1.024
C -21.4598 7.8148 -2.1040 1.410
C -20.0099 7.8815 -1.5999 -0.396
O -20.1662 8.0758 -0.2349 -0.375
C -21.3328 8.6831 -0.0286 0.564
O -21.6062 9.4357 0.9046 -0.572
O -22.0423 8.3936 -1.0614 -0.143
H -20.8301 8.7252 -4.0138 -0.028
H -21.7902 9.7791 -2.8814 0.526
H -22.5058 8.3513 -3.8333 -0.077
H -21.7722 6.8638 -2.5353 -0.647
H -19.5391 8.7570 -2.0470 0.290
H -19.4318 6.9824 -1.8135 0.356
C -17.6626 11.1957 -7.3795 -1.221
C -17.3833 9.7657 -7.1230 0.568
C -18.6585 8.9928 -6.5265 -0.159
O -18.8698 7.8488 -7.2409 -0.110
C -18.1430 7.8945 -8.3582 0.516
O -18.1534 7.0309 -9.2054 -0.570
O -17.3459 9.0264 -8.3873 -0.395
H -16.7380 11.7306 -7.5964 0.420
H -17.9672 11.6867 -6.4553 0.364
H -18.3805 11.2530 -8.1977 0.146
H -16.4933 9.6276 -6.5092 0.296
H -19.6141 9.5100 -6.4415 -0.056
H -18.6380 8.7182 -5.4718 0.174
C -22.9324 5.8783 -6.0055 -1.252
C -21.8599 4.8597 -5.6262 0.180
C -20.5500 5.4999 -5.5495 0.145
O -20.1501 5.0961 -4.2652 -0.327
C -21.1574 4.4119 -3.6891 0.693
O -21.0835 3.9082 -2.5983 -0.628
O -22.2721 4.5725 -4.2683 -0.218
H -22.7987 6.2058 -7.0365 0.403
H -22.7934 6.7127 -5.3181 0.120
H -23.8284 5.2575 -6.0002 0.459
H -21.8699 3.8892 -6.1223 0.419
H -20.6666 6.5726 -5.7043 -0.205
H -19.8568 4.9423 -6.1792 0.346
C -23.6565 11.5207 -10.2453 -1.428
C -22.4407 10.7602 -9.5983 0.415
C -21.5054 11.6010 -8.7962 -0.355
O -21.4765 10.8854 -7.4924 -0.329
C -22.3107 9.7718 -7.5481 0.556
O -22.4991 8.9833 -6.6479 -0.367
O -22.9710 9.8173 -8.7292 -0.345
H -24.4594 11.8032 -9.5643 0.306
H -23.9260 11.1517 -11.2349 0.380
H -23.3045 12.4489 -10.6953 0.451
H -21.8271 10.4732 -10.4523 0.172
H -21.9734 12.5839 -8.8518 0.300
H -20.4744 11.6024 -9.1500 0.209
C -25.5661 4.3779 1.3800 -1.642
C -24.7815 5.2963 0.5255 0.647
C -23.9325 4.8241 -0.7419 -0.234
O -24.5996 5.4577 -1.8479 -0.232
C -25.4197 6.3295 -1.3187 0.456
O -25.9690 7.1857 -1.9805 -0.591
O -25.5138 6.3158 -0.0015 -0.274
H -25.6427 3.4056 0.8932 0.458
H -26.5596 4.7893 1.5586 0.319
H -25.0354 4.3114 2.3298 0.330
H -24.0007 5.7270 1.1523 0.231
H -23.7542 3.7593 -0.8917 0.378
H -22.8867 5.0584 -0.5433 0.162
C -25.0893 10.8360 -3.1830 -1.229
C -25.1318 11.6187 -4.6092 0.504
C -25.6239 10.7691 -5.7580 0.212
O -26.7784 11.5085 -5.9020 -0.369
C -26.8164 12.6745 -5.3612 0.603
O -27.7787 13.4434 -5.4660 -0.629
O -25.7543 12.9293 -4.6357 -0.394
H -24.2133 10.1875 -3.1926 0.133
H -26.0697 10.4214 -2.9484 0.443
H -24.9088 11.5824 -2.4094 0.411
H -24.1021 11.8764 -4.8569 0.238
H -25.7715 9.7350 -5.4465 0.241
H -25.0339 10.6633 -6.6684 -0.171
C -25.3536 8.2768 2.9255 -0.941
C -25.4527 9.6660 2.1879 0.621
C -24.6165 10.0962 1.0906 0.228
O -25.4144 10.5006 0.0237 -0.256
C -26.7039 10.3408 0.3201 0.687
O -27.6396 10.7343 -0.3434 -0.563
O -26.7285 9.8855 1.6481 -0.437
H -24.4520 8.2115 3.5345 0.340
H -25.3917 7.4248 2.2466 -0.032
H -26.1460 8.0761 3.6466 0.394
H -25.2203 10.5041 2.8450 0.141
H -24.0384 9.2102 0.8281 -0.317
H -23.9066 10.9120 1.2271 0.170

=====

97
Properties=species:S:1:pos:R:3:mulliken_charge:R:1 method="wB97M-V/def2-TZVPD" orbital_gap_ha=0.250 homo_ev=-9.5 fmax_ev_per_a=1.3 e_above_lowest_kcal_mol=0.00 charge=+1
Al 0.1658 0.2124 0.5187 -1.528
C 4.0765 -2.0290 0.8759 -1.642
C 3.3228 -0.7061 0.9500 1.624
C 3.5958 -0.0536 2.3007 -1.007
C 3.7572 0.1832 -0.2051 -1.395
O 1.8578 -0.9365 0.8206 -0.888
Si 1.0564 -2.3429 1.3231 0.125
S -0.7932 -1.8418 0.4446 -1.018
O 1.6738 -3.7382 0.8154 0.181
C 1.4354 -4.7475 -0.1900 1.897
C 2.4325 -5.8600 0.1062 -1.847
C 0.0099 -5.2856 -0.1047 -1.604
C 1.6861 -4.1428 -1.5693 -1.554
O 1.1294 -2.2246 2.9307 0.712
C 1.0060 -3.1928 4.0032 1.315
C 2.2603 -4.0619 4.0311 -1.361
C 0.8986 -2.3784 5.2851 -1.585
C -0.2402 -4.0437 3.7905 -1.222
H 5.1443 -1.8189 0.8932 0.605
H 3.8464 -2.5651 -0.0439 0.197
H 3.8365 -2.6708 1.7247 0.308
H 4.6676 -0.0430 2.4955 0.534
H 3.0999 -0.6224 3.0880 -0.155
H 3.2310 0.9692 2.3238 0.161
H 4.8316 0.3549 -0.1546 0.455
H 3.2499 1.1427 -0.1746 0.173
H 3.5205 -0.2990 -1.1555 0.270
H 2.2530 -6.2623 1.1036 0.378
H 3.4539 -5.4804 0.0654 0.356
H 2.3225 -6.6676 -0.6174 0.427
H -0.1777 -5.7145 0.8795 0.325
H -0.1322 -6.0681 -0.8499 0.547
H -0.7134 -4.4931 -0.2812 0.215
H 2.7110 -3.7785 -1.6504 0.300
H 0.9970 -3.3093 -1.7320 0.131
H 1.5221 -4.9005 -2.3360 0.623
H 3.1380 -3.4459 4.2339 0.282
H 2.3921 -4.5501 3.0675 0.010
H 2.1789 -4.8225 4.8074 0.557
H 1.7720 -1.7343 5.3929 0.293
H 0.8445 -3.0421 6.1477 0.464
H 0.0072 -1.7515 5.2658 0.271
H -0.1284 -4.6500 2.8910 0.044
H -1.1213 -3.4115 3.6699 0.225
H -0.3938 -4.7062 4.6413 0.556
O -4.4129 4.5888 -0.6193 -0.630
C -4.5976 3.7570 -1.5399 -0.017
O -5.3298 3.6595 -2.5074 -0.682
C -3.5293 2.7197 -1.1323 0.950
C -3.8103 1.7373 -0.1627 -1.047
C -2.7917 1.0357 0.4233 0.071
N -1.5035 1.1735 0.0616 1.228
C -1.2282 2.1050 -0.8840 0.403
C -2.1755 2.9058 -1.4602 -1.095
C 0.1817 2.0621 -1.3544 0.383
O 0.6019 2.6967 -2.2943 -0.689
O 0.9314 1.1897 -0.6887 0.377
H -4.8366 1.5376 0.1132 0.483
H -2.9961 0.2751 1.1663 0.426
H -1.8734 3.6495 -2.1855 0.665
C 0.7171 -1.0128 -4.8193 -1.027
C 0.5593 -0.3993 -3.4043 0.352
N -0.8521 -0.1894 -3.1038 0.489
C -1.4379 0.7642 -4.0423 -0.732
C -1.2857 0.2399 -5.4940 -0.942
N -0.6519 -1.1173 -5.4158 0.025
C -1.5074 -2.0346 -4.5984 -0.867
C -1.5709 -1.4536 -3.1611 -0.039
H 1.1519 -2.0114 -4.7924 0.362
H 1.3246 -0.3834 -5.4671 0.326
H 1.0786 0.5550 -3.3389 0.619
H 0.9783 -1.0596 -2.6437 -0.548
H -0.9354 1.7226 -3.9265 0.370
H -2.4883 0.9022 -3.7885 0.618
H -0.6411 0.8818 -6.0921 0.356
H -2.2458 0.1396 -5.9970 0.337
H -0.5699 -1.4952 -6.3569 0.280
H -1.0646 -3.0293 -4.6224 0.409
H -2.4896 -2.0808 -5.0657 0.288
H -1.1316 -2.1387 -2.4373 -0.278
H -2.6043 -1.2807 -2.8617 0.638
N -1.4781 -0.4587 3.3548 0.082
C -0.6407 0.5771 3.3791 0.283
N 0.1223 0.9778 2.3714 1.699
C 0.8384 2.1367 2.7216 -0.407
C 1.6780 2.8764 1.8948 -0.166
C 2.3309 3.9811 2.4129 -1.032
C 2.1468 4.3740 3.7354 -0.727
C 1.2915 3.6679 4.5623 -0.537
C 0.6455 2.5613 4.0366 0.528
S -0.5025 1.5176 4.8334 -0.240
H -1.5421 -1.0360 2.5226 -0.320
H -2.0492 -0.6613 4.1556 0.319
H 1.8083 2.5968 0.8586 0.573
H 2.9974 4.5455 1.7751 0.474
H 2.6621 5.2450 4.1157 0.420
H 1.1269 3.9631 5.5896 0.438